22
Properties=species:S:1:pos:R:3 method="wB97M-V/def2-TZVPD" charge=+4 fmax_ev_per_a=9.66 homo_ha="-0.8139 / -0.8140" spin_multiplicity=4 relative_energy_ev=0.000
Sc 1.5277 -3.5031 -2.9121
Nd -1.4777 -0.2496 -0.5903
Cl 2.4587 -1.4461 -2.6514
Cl -0.8164 -2.6667 -0.4647
C -3.3507 -1.1669 1.0186
C 0.9338 -3.1187 -4.9543
C -0.2362 -4.6847 -3.2366
O -4.1196 -1.8047 1.6011
O 0.2931 -2.7249 -5.8472
O -1.1572 -5.2758 -3.6410
C 0.1629 2.9581 3.2882
N 0.3625 2.2582 2.0170
C 1.2957 2.6235 1.0411
C 1.2179 1.7150 0.0414
N 0.1924 0.8068 0.3616
C -0.3085 1.1733 1.5859
H 1.1098 3.0030 3.8542
H -0.1768 3.9953 3.1159
H -0.5890 2.4289 3.8903
H 1.9260 3.4907 1.1626
H 1.7939 1.5768 -0.8554
H -1.0421 0.6114 2.1752



51
Properties=species:S:1:pos:R:3 method="wB97M-V/def2-TZVPD" charge=+3 fmax_ev_per_a=0.22 homo_ha="-0.5738 / -0.5738" spin_multiplicity=1 relative_energy_ev=0.000
Sn -0.8896 -0.0887 -2.5333
O -2.5389 1.3500 -1.9386
N -3.6721 0.9664 -1.6182
N -3.7432 -0.3567 -1.4777
O -2.6965 -1.0961 -1.6906
C -4.9706 -0.9036 -1.1555
C -5.0655 -2.3132 -1.0463
C -6.2808 -2.8582 -0.7540
C -7.4058 -2.0200 -0.5648
C -7.3034 -0.6204 -0.6699
C -6.1009 -0.0479 -0.9632
H -4.1874 -2.9202 -1.2046
H -6.3951 -3.9300 -0.6693
H -8.3650 -2.4675 -0.3353
H -8.1787 -0.0039 -0.5207
H -5.9961 1.0223 -1.0539
N 0.8716 9.0273 3.1549
C 0.8836 8.0385 2.5726
C 0.8973 6.8005 1.8425
C 1.6887 6.6759 0.7022
C 1.6983 5.4852 -0.0033
C 0.9203 4.4334 0.4526
C 0.1351 4.5362 1.5893
C 0.1197 5.7326 2.2845
N 0.9292 3.1945 -0.2816
C 2.0456 2.5584 -0.7827
C 1.6024 1.4468 -1.4159
N 0.2198 1.3983 -1.3095
C -0.1426 2.4784 -0.6166
H 2.2838 7.5135 0.3665
H 2.2872 5.3934 -0.9065
H -0.4351 3.6900 1.9501
H -0.4798 5.8394 3.1775
H 3.0379 2.9443 -0.6281
H 2.1681 0.6935 -1.9382
H -1.1518 2.7745 -0.3865
O 1.5410 -1.9188 -0.6371
O 2.1428 -3.0651 -0.6355
C 4.4856 -5.4960 2.5945
N 4.6501 -5.3899 1.1390
C 5.5150 -6.1427 0.3619
C 5.3429 -5.7620 -0.9208
N 4.3796 -4.7696 -0.9119
C 3.9753 -4.5660 0.3429
S 2.7832 -3.4332 0.9344
H 5.3420 -6.0279 2.9970
H 3.5736 -6.0434 2.8243
H 4.4617 -4.5010 3.0365
H 6.1714 -6.8755 0.7982
H 5.8107 -6.0982 -1.8291
H 4.0352 -4.2776 -1.7223



26
Properties=species:S:1:pos:R:3 method="wB97M-V/def2-TZVPD" charge=+1 fmax_ev_per_a=1.98 homo_ha=-0.4043 spin_multiplicity=1 relative_energy_ev=2.167
C 3.7905 0.3621 0.2210
C 3.1439 -0.8554 0.3272
C 3.0479 1.5160 0.0109
C 1.7646 -0.9302 0.2380
C 1.6748 1.4479 -0.0811
C 1.0047 0.2269 0.0467
C -2.3212 -0.6133 1.1605
C -2.5792 0.6798 1.1623
C -0.4384 0.1981 -0.0489
C -1.6279 -1.8181 -0.7894
N -2.4519 1.5670 -1.2074
N -1.1710 -1.0059 0.3667
S -1.3856 1.5895 0.1765
H 4.8644 0.4123 0.2953
H 3.7175 -1.7560 0.4842
H 3.5471 2.4675 -0.0759
H 1.2981 -1.9055 0.3088
H 1.0988 2.3483 -0.2427
H -2.9005 -1.3923 1.6254
H -3.3888 1.1760 1.6573
H -1.9411 1.4832 -2.0787
H -2.1246 -2.7245 -0.4455
H -2.3224 -1.2226 -1.3799
H -0.7705 -2.0827 -1.4039
H -3.0081 2.4169 -1.2448
H -0.5210 -1.5849 0.9176



165
Properties=species:S:1:pos:R:3 method="wB97M-V/def2-TZVPD" fmax_ev_per_a=8.48 homo_ha=-0.3064 spin_multiplicity=1
C 1.9947 0.3541 3.5912
B 1.3361 -0.0229 2.0953
O 0.2449 -1.0155 2.0435
C 1.9606 0.8059 0.8070
C 3.5035 0.5153 0.3225
O 4.2712 -0.5226 1.0390
C 4.1764 1.3728 -0.9427
C 5.7351 1.0401 -1.3257
C 6.0079 0.7011 -2.9061
C 4.7426 0.0307 -3.7042
C 4.1896 -1.3726 -3.0549
C 3.4365 -2.1905 -4.2876
C 2.1295 -1.3210 -4.7768
O 1.2211 -2.0489 -5.6809
C 0.0407 -1.1620 -5.8321
C -1.4816 -1.7164 -5.4361
O 0.0968 0.0895 -6.3160
C 3.2102 2.4940 -1.6477
I 3.9968 3.7560 -3.3125
C 1.6301 2.7582 -1.1870
N 0.8675 3.7910 -1.9674
C -0.5272 3.9824 -1.4432
C -1.5181 5.0952 -2.1862
C -0.6902 5.9570 -3.3523
N -1.0405 5.9103 -4.7002
C -1.1229 3.1409 -0.1845
N -0.4130 2.0669 0.5917
C 0.9789 1.9205 0.0453
H 2.8150 -0.4296 3.9069
H 2.5198 1.4107 3.5052
H 1.1799 0.4199 4.4390
H -0.3803 -0.7708 2.8142
H 3.7703 -1.3956 0.8686
H 6.3734 2.0131 -1.0600
H 6.1644 0.1383 -0.6739
H 6.9610 -0.0036 -2.9523
H 6.3418 1.7297 -3.4120
H 3.8234 0.7368 -3.8663
H 5.1450 -0.2421 -4.7945
H 5.1420 -2.0282 -2.7641
H 3.4907 -1.1914 -2.1228
H 4.1921 -2.2362 -5.2013
H 3.1884 -3.2997 -3.9967
H 1.5511 -0.9916 -3.7873
H 2.5489 -0.3797 -5.3782
H -1.8583 -1.0616 -4.5370
H -1.3189 -2.8585 -5.1461
H -2.1382 -1.5816 -6.4046
H -1.9971 5.8172 -1.3667
H -2.4457 4.5372 -2.6856
H 0.1877 6.6302 -2.9700
H -1.8560 5.2464 -4.7363
H -2.2374 3.3963 0.1549
C 11.4183 -0.3951 -0.8722
C 10.3996 0.4330 -0.6328
C 9.8632 1.3271 -1.6961
O 8.9140 2.0635 -1.4516
C 10.5095 1.2916 -3.0173
C 11.5304 0.4659 -3.2554
C 12.0485 -0.4476 -2.2003
O 12.9762 -1.2084 -2.4547
O 12.1443 0.4294 -4.4940
O 9.8039 0.4897 0.6138
H 11.8167 -1.0520 -0.1092
H 10.1214 1.9593 -3.7757
H 12.8517 -0.2471 -4.4146
H 9.0926 1.1619 0.5326
C -4.9528 -4.4374 -10.3956
C -4.4474 -4.4859 -9.1615
C -4.2589 -3.2492 -8.3536
O -3.8098 -3.3272 -7.2155
C -4.6215 -1.9626 -8.9681
C -5.1237 -1.9140 -10.2035
C -5.3378 -3.1530 -11.0005
O -5.8184 -3.0780 -12.1264
O -5.4641 -0.7080 -10.7881
O -4.0808 -5.6892 -8.5873
H -5.0973 -5.3287 -10.9931
H -4.4628 -1.0700 -8.3767
H -5.8050 -0.9375 -11.6801
H -3.7456 -5.4602 -7.6931
C 6.8926 -4.6286 2.9493
C 7.3980 -4.6771 4.1833
C 7.5865 -3.4404 4.9912
O 8.0356 -3.5184 6.1293
C 7.2239 -2.1538 4.3767
C 6.7217 -2.1052 3.1413
C 6.5076 -3.3442 2.3443
O 6.0270 -3.2692 1.2185
O 6.3813 -0.8992 2.5567
O 7.7646 -5.8804 4.7576
H 6.7481 -5.5199 2.3517
H 7.3826 -1.2612 4.9681
H 6.0404 -1.1287 1.6647
H 8.0998 -5.6514 5.6517
C -5.4997 -2.2946 -2.1765
C -6.5184 -1.4665 -1.9371
C -7.0548 -0.5724 -3.0003
O -8.0040 0.1640 -2.7558
C -6.4085 -0.6079 -4.3215
C -5.3876 -1.4336 -4.5597
C -4.8695 -2.3471 -3.5046
O -3.9418 -3.1079 -3.7589
O -4.7737 -1.4701 -5.7982
O -7.1142 -1.4098 -0.6905
H -5.1013 -2.9515 -1.4135
H -6.7967 0.0598 -5.0799
H -4.0663 -2.1466 -5.7189
H -7.8254 -0.7376 -0.7717
C -9.5358 -2.1902 1.7147
C -10.4220 -1.6096 0.9034
C -11.8770 -1.9100 1.0055
O -12.6695 -1.3466 0.2587
C -12.3092 -2.8913 2.0129
C -11.4223 -3.4743 2.8217
C -9.9711 -3.1532 2.7380
O -9.1824 -3.6917 3.5074
O -11.8213 -4.3995 3.7689
O -10.0199 -0.7055 -0.0625
H -8.4755 -1.9794 1.6530
H -13.3673 -3.1137 2.0644
H -10.9978 -4.6746 4.2278
H -10.8441 -0.4259 -0.5173
C -0.9100 0.7565 6.7225
C -1.5889 -0.3803 6.5571
C -1.9750 -1.2270 7.7197
O -2.6152 -2.2566 7.5380
C -1.5604 -0.7865 9.0609
C -0.8784 0.3485 9.2257
C -0.5166 1.2087 8.0659
O 0.0947 2.2558 8.2508
O -0.4833 0.7670 10.4831
O -1.9598 -0.8131 5.2972
H -0.6248 1.3827 5.8865
H -1.8320 -1.4203 9.8953
H -0.0079 1.6141 10.3386
H -2.4404 -1.6571 5.4423
C -2.4551 8.9526 -4.4702
C -1.7944 10.0021 -3.9775
C -2.5168 11.1844 -3.4318
O -1.8826 12.1258 -2.9685
C -3.9873 11.1748 -3.4770
C -4.6478 10.1267 -3.9728
C -3.9258 8.9332 -4.4929
O -4.5609 7.9774 -4.9256
O -6.0297 10.1121 -4.0208
O -0.4120 10.0286 -3.9552
H -1.9427 8.0857 -4.8680
H -4.4995 12.0479 -3.0935
H -6.2678 9.2468 -4.4196
H -0.1741 10.8913 -3.5509
C 2.3337 -2.9929 12.8430
C 1.4475 -2.4123 12.0317
C -0.0075 -2.7126 12.1337
O -0.8000 -2.1492 11.3870
C -0.4397 -3.6939 13.1411
C 0.4471 -4.2770 13.9500
C 1.8983 -3.9558 13.8662
O 2.6871 -4.4943 14.6356
O 0.0482 -5.2021 14.8972
O 1.8495 -1.5081 11.0658
H 3.3939 -2.7821 12.7813
H -1.4978 -3.9163 13.1926
H 0.8717 -5.4773 15.3561
H 1.0253 -1.2285 10.6110



14
Properties=species:S:1:pos:R:3 method="wB97M-V/def2-TZVPD" charge=-1 fmax_ev_per_a=1.69 homo_ha=-0.0731 spin_multiplicity=1 relative_energy_ev=1.223
C 1.1550 -0.5870 -0.3177
O 2.2370 0.1923 -0.4232
C 0.5520 -0.4902 1.0931
C 1.6028 -0.9083 2.1739
H 1.3399 -1.5830 -0.7900
H 0.2356 -0.2990 -0.9442
H -0.3364 -1.0933 1.2863
H 0.2652 0.5473 1.2874
H 2.3347 -0.1595 2.4037
H 2.2146 -1.6770 1.6883
H 1.0424 -1.2975 3.0266
H -4.3311 2.2197 -2.7623
H -3.8219 2.8822 -4.0101
O -4.4898 2.2532 -3.7119



9
Properties=species:S:1:pos:R:3 method="wB97M-V/def2-TZVPD" charge=-1 fmax_ev_per_a=4.24 homo_ha=-0.1244 spin_multiplicity=1 relative_energy_ev=5.807
C -0.1876 0.0913 0.0293
C 1.0371 -0.7996 0.1652
O 2.4169 1.0143 -0.7720
O 3.7767 -0.3018 0.9328
O 0.1779 -0.9815 -0.8920
S 2.9132 -0.2982 -0.2678
H -1.0075 -0.0359 0.6098
H 0.0172 1.0265 -0.3908
H 1.0053 -2.2711 1.4291



12
Properties=species:S:1:pos:R:3 method="wB97M-V/def2-TZVPD" fmax_ev_per_a=10.49 homo_ha=-0.3359 spin_multiplicity=1 relative_energy_ev=5.304
C 0.8430 -0.6678 -0.1179
C -0.1348 0.1206 1.5001
C -0.7135 -0.3681 0.3057
C -1.2955 0.6821 -0.4368
C -1.6559 1.3370 -1.5424
H 2.2387 0.6350 0.9770
H -0.5588 1.0981 1.5458
H -0.2399 -0.3702 2.6877
H -1.0146 -1.4168 0.4374
H -2.3180 1.9288 -2.1162
N 1.3194 0.0387 0.9437
O 1.2996 -1.0961 -1.0487



15
Properties=species:S:1:pos:R:3 method="wB97M-V/def2-TZVPD" charge=+1 fmax_ev_per_a=5.09 homo_ha="-0.4794 / -0.4801" spin_multiplicity=1 relative_energy_ev=5.272
C 4.8694 -0.0045 0.1343
C 3.5939 0.0582 -0.1400
C -1.3495 0.1182 0.0217
C -2.7521 -0.3981 0.0848
N -1.1047 1.2499 -0.6431
N -0.3369 -0.6234 0.4080
N 2.4580 -0.0686 -0.3894
H 5.7175 -0.1927 0.8163
H -3.1441 -0.8138 1.0496
H -2.7534 -1.2750 -0.4873
H -3.4005 0.3866 -0.3859
H -0.5878 -1.4980 1.0044
H 0.5731 -0.2917 0.4868
H -0.0683 1.4664 -0.9254
H -1.7148 1.8863 -1.0347



78
Properties=species:S:1:pos:R:3 method="wB97M-V/def2-TZVPD" charge=+1 fmax_ev_per_a=0.51 homo_ha="-0.3811 / -0.3825" spin_multiplicity=3 relative_energy_ev=0.479
Au -1.9282 1.5057 0.8293
N -5.3543 3.5845 2.0438
C -4.0346 3.4553 1.9576
N -3.7683 2.3922 1.2216
C -4.9995 1.8858 0.8922
N -5.9835 2.6009 1.3769
C -5.1768 0.6769 0.0740
C -6.4191 0.2906 -0.4162
N -6.5550 -0.8037 -1.1532
C -5.4565 -1.5051 -1.4013
C -4.2122 -1.1196 -0.9142
N -4.0770 -0.0290 -0.1747
H -5.8875 4.2948 2.5193
H -3.3183 4.1284 2.3963
H -7.3069 0.8753 -0.2102
H -5.5634 -2.3993 -2.0029
H -3.3137 -1.6891 -1.1194
C 2.3177 -5.5246 2.5284
C 1.7079 -4.3486 1.8197
C 1.0137 -4.5015 0.6279
C 0.4619 -3.4166 -0.0394
C -0.2884 -3.6822 -1.3232
C 0.6184 -2.1221 0.4934
As -0.2685 -0.7798 -0.6263
N -0.0465 0.9468 0.2586
C 1.0954 1.6351 0.3204
C 2.3650 1.0015 0.1648
C 3.5387 1.6812 0.2719
C 3.5304 3.0633 0.5373
C 2.3388 3.7305 0.7059
C 1.1287 3.0536 0.6059
C 0.8648 -0.4843 -2.2159
C 0.2951 0.4215 -3.1279
C -1.0316 1.1282 -2.9445
C 0.9610 0.7183 -4.3151
C 2.1704 0.1351 -4.6411
C 2.8838 0.4589 -5.9223
C 2.7137 -0.7681 -3.7352
C 2.0976 -1.0938 -2.5346
C 2.8163 -2.1123 -1.6819
C 1.2451 -1.9552 1.7331
C 1.3468 -0.6460 2.4729
C 1.7938 -3.0726 2.3562
H 2.1936 -6.4415 1.9544
H 1.8553 -5.6739 3.5054
H 3.3847 -5.3700 2.6936
H 0.8998 -5.4915 0.2001
H -0.1617 -4.7212 -1.6235
H 0.0566 -3.0659 -2.1564
H -1.3608 -3.5048 -1.2036
H 2.3736 -0.0620 0.0109
H 4.4788 1.1563 0.1692
H 4.4646 3.6014 0.6230
H 2.3082 4.7917 0.9115
H -0.7647 3.2078 0.7014
H -1.4912 1.0043 -1.9680
H -1.7472 0.7705 -3.6884
H -0.9047 2.1995 -3.1090
H 0.5085 1.4272 -5.0004
H 2.3063 1.1489 -6.5351
H 3.0651 -0.4448 -6.5057
H 3.8543 0.9153 -5.7209
H 3.6618 -1.2394 -3.9714
H 3.8518 -2.1899 -2.0088
H 2.3684 -3.1024 -1.7834
H 2.8146 -1.8915 -0.6160
H 0.5841 0.0677 2.1776
H 2.3228 -0.1745 2.3348
H 1.2265 -0.8244 3.5413
H 2.2911 -2.9340 3.3108
C -0.0073 3.4567 5.6820
S 0.3760 2.8892 4.0158
O 0.0226 3.7870 0.7673
O 1.7531 2.4416 4.0270
O -0.6928 1.9925 3.5911
H 0.7005 4.2467 5.9164
H 0.1266 2.6078 6.3516
H -1.0341 3.8087 5.6979



49
Properties=species:S:1:pos:R:3 method="wB97M-V/def2-TZVPD" smiles=NCNCCCO.O.O.O.O.O.O.O.O.O.O fmax_ev_per_a=3.51 homo_ha=-0.3279 spin_multiplicity=1 relative_energy_ev=1.782
C -0.2591 -1.8796 1.0211
C -0.8286 -2.6581 -0.2006
C -1.6275 -1.9326 -1.2359
O -2.7468 -1.3895 -0.5005
N 0.0332 -0.4560 0.5292
C 0.8014 0.3554 1.4872
N 1.4225 1.5463 0.8612
H 0.5552 -2.4173 1.4517
H -1.0181 -1.6957 1.8006
H 0.0419 -3.0913 -0.7525
H -1.2519 -3.5726 0.2182
H -1.1868 -1.0482 -1.7509
H -2.1658 -2.6335 -1.9208
H -2.8523 -0.4333 -0.5830
H -0.8691 -0.0828 0.3033
H 1.5561 -0.3709 1.8643
H 0.3718 0.6294 2.4278
H 2.4032 1.4080 0.7046
H 0.9811 1.6465 -0.0690
H -3.1467 -1.6962 1.2937
H -4.0646 -2.0854 2.4124
O -3.5440 -1.3225 2.1133
H 4.9892 0.6688 -1.4915
H 3.4442 0.6435 -1.4707
O 4.2397 0.2306 -1.0713
H -1.3586 2.3339 1.7967
H 0.0805 2.5652 1.2864
O -0.8554 2.7196 1.0468
H -0.4813 2.3370 -3.0043
H -1.0758 1.1734 -2.1138
O -0.5396 1.3822 -2.8891
H -3.4664 1.7214 3.3327
H -2.9364 0.7372 2.4059
O -2.7615 1.6616 2.6728
H 3.2824 -3.2188 0.9056
H 3.7731 -1.9288 1.6148
O 3.2712 -2.7383 1.7428
H 2.3738 -1.5823 -1.1622
H 3.8347 -1.6381 -1.1867
O 3.0753 -2.2500 -1.1159
H -3.1353 1.8808 -0.5711
H -1.7155 1.6386 0.1351
O -2.3661 1.2946 -0.5258
H 1.0968 1.1004 -2.3218
H 1.9545 0.3107 -3.3500
O 1.9834 0.6987 -2.4730
H -0.4791 3.5612 -0.9855
H 0.7545 4.3887 -1.3300
O 0.4125 3.4879 -1.3522



14
Properties=species:S:1:pos:R:3 method="wB97M-V/def2-TZVPD" charge=-1 fmax_ev_per_a=5.07 homo_ha=-0.1590 spin_multiplicity=1 relative_energy_ev=1.797
C -2.5540 -0.0867 -0.8245
C 0.8633 -1.3924 0.6391
N 2.7197 0.9697 0.9874
O 1.3467 0.7582 -1.2053
O 0.0479 1.0943 0.9562
O 1.0163 -2.4310 0.0407
P 1.2897 0.4893 0.4150
H -2.4066 -0.9583 -1.5677
H -3.5425 0.1097 -0.7422
H -1.9781 0.7504 -1.1186
H 0.6269 -1.5262 1.6901
H -2.0662 -0.3999 0.1632
H 2.5424 1.3696 1.9059
H 2.0945 1.2531 -1.3392



Copy entry 7 word for word.
12
Properties=species:S:1:pos:R:3 method="wB97M-V/def2-TZVPD" fmax_ev_per_a=10.49 homo_ha=-0.3359 spin_multiplicity=1 relative_energy_ev=5.304
C 0.8430 -0.6678 -0.1179
C -0.1348 0.1206 1.5001
C -0.7135 -0.3681 0.3057
C -1.2955 0.6821 -0.4368
C -1.6559 1.3370 -1.5424
H 2.2387 0.6350 0.9770
H -0.5588 1.0981 1.5458
H -0.2399 -0.3702 2.6877
H -1.0146 -1.4168 0.4374
H -2.3180 1.9288 -2.1162
N 1.3194 0.0387 0.9437
O 1.2996 -1.0961 -1.0487